Entry from the Open Molecules 2025 dataset: a 2-piece molecular cluster, C4H12NSi overall at a distorted geometry (ωB97M-V with the def2-TZVPD basis set).

Each line ends with the Löwdin charge.
Positions of all 18 atoms, in Å:
C  2.127  0.358  -0.906  -0.151
C  3.484  0.418  -0.864  -0.411
C  -3.229  0.214  -0.324  -0.007
C  -0.967  0.271  0.650  0.117
N  -2.328  -0.258  0.720  -0.104
Si  4.450  -0.514  0.425  0.688
H  1.386  -0.068  -0.172  0.005
H  1.527  0.941  -1.685  0.066
H  4.124  0.907  -1.680  0.074
H  -2.681  -0.158  -1.233  0.134
H  -4.254  -0.147  -0.193  0.122
H  -3.238  1.278  -0.287  0.098
H  -1.052  1.342  0.806  0.094
H  -0.428  0.105  -0.394  0.108
H  -2.223  -1.289  0.675  0.191
H  -2.670  0.044  1.706  0.227
H  5.476  -1.664  -0.019  -0.079
H  4.240  -0.646  1.792  -0.172

Cartesian forces, eV/Å:
-0.945 1.641 -0.809
-0.420 -0.709 -0.310
0.494 -0.615 -1.747
0.400 1.384 -3.719
0.446 -1.008 3.686
2.341 -1.119 -2.181
1.869 -0.029 -0.423
1.092 -0.707 0.740
-1.398 -0.661 1.124
-1.346 0.587 0.338
0.423 -0.292 -0.105
0.033 0.845 -0.174
0.629 0.062 0.741
-1.176 -0.345 2.515
-0.593 0.492 0.346
0.365 -1.083 -1.878
-1.282 1.491 0.202
-0.931 0.065 1.654

As for the total charge: +1. The HOMO energy (alpha / beta) comes out at -9.16 / -13.00 eV. The multiplicity is 3. The calculation puts the relative energy (zero: lowest compared OMol25 entry of this formula, charge and spin) at 37.04 kJ/mol. The total energy comes out at -503.3498 Ha.

***

Entry from the Open Molecules 2025 dataset: a 2-piece molecular cluster, C4H12O overall at a distorted geometry (ωB97M-V with the def2-TZVPD basis set).

Each line ends with the Löwdin charge.
Positions of all 17 atoms, in Å:
C  0.620  -2.746  -0.082  -0.169
C  0.619  -1.982  -1.412  -0.186
H  -0.078  -3.570  -0.305  0.067
H  1.637  -3.046  0.179  0.061
H  0.324  -2.131  0.753  0.047
H  1.505  -2.215  -2.040  0.068
H  0.373  -0.892  -1.241  0.055
H  -0.256  -2.233  -2.073  0.065
C  -0.114  2.612  0.883  -0.328
C  -1.336  1.771  0.858  -0.120
O  0.914  1.963  0.122  -0.122
H  -0.092  3.723  0.655  0.128
H  0.377  2.509  1.871  0.114
H  -1.880  1.766  -0.081  0.061
H  0.692  1.655  -0.771  0.075
H  -2.125  2.151  1.565  0.084
H  -1.180  0.664  1.121  0.101

Cartesian forces, eV/Å:
0.000 -0.167 -1.119
-1.187 1.158 -0.893
0.566 -0.135 1.116
-0.233 -0.507 -0.185
-0.619 0.097 0.148
-0.399 0.730 0.534
1.190 -0.854 -0.311
0.676 -0.301 0.719
2.414 -0.257 0.338
-2.419 -0.852 1.065
0.782 -0.144 -0.711
-0.904 -1.302 -0.008
-0.695 0.439 -0.097
0.238 0.108 -0.521
-0.493 0.500 0.519
0.819 -0.286 -0.342
0.265 1.773 -0.251

The HOMO energy comes out at -10.29 eV. As for the SMILES: CCO.CC. The calculation puts the relative energy (zero: lowest compared OMol25 entry of this formula, charge and spin) at 118.72 kJ/mol. The total energy comes out at -234.7874 Ha.

***

Entry from the Open Molecules 2025 dataset: a 2-piece molecular cluster, C4H12O overall at a distorted geometry (ωB97M-V with the def2-TZVPD basis set).

Each line ends with the Löwdin charge.
Positions of all 17 atoms, in Å:
C  -0.919  3.073  0.875  -0.146
C  -1.226  2.250  2.175  -0.152
H  -0.039  2.550  0.378  0.083
H  -1.873  3.029  0.418  0.035
H  -0.821  4.136  0.903  0.045
H  -2.282  2.182  2.437  0.062
H  -0.808  2.768  2.991  0.038
H  -0.852  1.272  2.069  0.037
C  0.650  -1.443  -1.486  -0.341
C  1.520  -1.367  -0.202  -0.085
O  0.041  -2.699  -1.564  -0.120
H  -0.116  -0.723  -1.631  0.087
H  1.417  -1.546  -2.382  0.143
H  2.540  -1.689  -0.669  0.093
H  -0.692  -2.753  -0.901  0.105
H  1.359  -2.272  0.497  0.100
H  1.687  -0.445  0.229  0.018

Cartesian forces, eV/Å:
0.194 -2.052 0.537
-0.409 1.948 -0.557
-1.438 1.042 0.043
-0.510 -0.630 -1.855
0.842 0.657 0.880
-0.154 0.054 -0.437
0.914 0.123 1.298
0.568 -1.154 0.084
2.435 -1.468 -0.953
2.045 -4.063 -2.058
-1.655 -1.319 0.771
-0.215 1.299 -0.105
-1.853 1.069 1.496
-1.284 0.715 1.279
0.959 0.084 -0.806
-0.360 1.854 -0.783
-0.078 1.840 1.164

The HOMO energy comes out at -10.25 eV. As for the SMILES: CCO.CC. The calculation puts the relative energy (zero: lowest compared OMol25 entry of this formula, charge and spin) at 180.51 kJ/mol. The total energy comes out at -234.7639 Ha.

***

Entry from the Open Molecules 2025 dataset: a 2-piece molecular cluster, C4H12O overall at a distorted geometry (ωB97M-V with the def2-TZVPD basis set).

Each line ends with the Löwdin charge.
Positions of all 17 atoms, in Å:
C  0.534  1.829  -0.215  0.026
C  -0.568  0.747  0.064  -0.089
C  -0.469  -0.128  1.381  -0.152
C  -1.234  -1.419  1.522  -0.059
H  0.158  2.843  -0.244  0.098
H  1.208  1.562  -1.022  0.085
H  1.086  1.658  0.729  0.130
H  -0.482  0.151  -0.872  0.161
H  -1.560  1.218  0.093  0.150
H  -0.840  0.547  2.157  0.149
H  0.608  -0.320  1.443  0.141
H  -2.284  -1.226  1.685  0.093
H  -0.790  -2.017  2.328  0.107
H  -1.085  -2.080  0.660  0.100
H  1.035  -1.659  -2.304  0.049
H  2.269  -0.836  -1.944  0.048
O  1.406  -0.773  -2.360  -0.037

Cartesian forces, eV/Å:
-0.849 -0.618 0.075
-0.264 1.588 -0.224
-0.218 -0.930 -0.459
0.563 -0.337 -0.257
0.033 0.051 -0.150
-0.065 0.132 -0.117
0.181 0.227 0.042
0.985 -1.011 0.432
0.322 0.389 0.594
0.042 0.352 -0.148
-0.021 -0.155 -0.172
-0.200 -0.187 0.163
-0.359 0.243 0.227
-0.068 0.263 -0.128
0.094 -0.118 -0.184
0.251 -0.104 -0.069
-0.429 0.215 0.376

As for the total charge: +1. The HOMO energy (alpha / beta) comes out at -15.64 / -15.56 eV. The multiplicity is 2. The calculation puts the relative energy (zero: lowest compared OMol25 entry of this formula, charge and spin) at 36.78 kJ/mol. The total energy comes out at -234.4266 Ha.

***

Entry from the Open Molecules 2025 dataset: a 2-piece molecular cluster, C4H12O overall at a distorted geometry (ωB97M-V with the def2-TZVPD basis set).

Each line ends with the Löwdin charge.
Positions of all 17 atoms, in Å:
C  -1.560  1.240  0.500  -0.174
C  -0.712  2.400  -0.062  -0.162
H  -2.017  0.623  -0.261  0.063
H  -0.921  0.672  1.190  0.046
H  -2.280  1.645  1.202  0.068
H  -1.342  3.285  -0.156  0.070
H  -0.449  2.220  -1.118  0.064
H  0.191  2.559  0.517  0.064
C  0.525  -2.085  -0.112  -0.170
C  1.228  -0.695  -0.190  0.037
O  1.434  -3.093  0.109  0.264
H  -0.247  -2.123  0.670  0.154
H  -0.007  -2.348  -1.054  0.197
H  2.114  -0.747  -0.826  0.106
H  2.053  -3.139  -0.659  0.191
H  1.540  -0.374  0.799  0.113
H  0.450  -0.039  -0.548  0.067

Cartesian forces, eV/Å:
1.070 0.625 1.058
-0.798 -0.387 -1.191
-0.234 -0.139 0.003
-0.133 -0.473 -0.407
-0.557 -0.057 -0.257
0.357 0.199 0.427
0.299 -0.155 0.355
-0.045 0.365 0.048
-1.286 -0.936 1.187
0.645 0.071 -0.368
0.038 0.368 -0.217
0.541 0.000 -0.009
0.435 0.505 -0.472
-0.261 0.249 -0.231
0.075 -0.150 0.197
-0.100 -0.360 0.267
-0.047 0.274 -0.388

As for the total charge: +1. The HOMO energy (alpha / beta) comes out at -14.89 / -14.88 eV. The multiplicity is 2. The calculation puts the relative energy (zero: lowest compared OMol25 entry of this formula, charge and spin) at 33.64 kJ/mol. The total energy comes out at -234.4278 Ha.

***

Entry from the Open Molecules 2025 dataset: C4H12O2 as an isolated structure at a distorted geometry (ωB97M-V with the def2-TZVPD basis set).

Each line ends with the Löwdin charge.
Positions of all 18 atoms, in Å:
C  0.708  -1.458  0.359  0.133
C  -0.059  -0.259  0.671  -0.506
C  0.068  0.880  -0.221  -0.085
C  -0.646  0.095  2.034  -0.032
H  0.412  -2.461  0.641  0.081
H  1.725  -1.246  0.052  0.068
H  -0.790  -1.032  0.211  0.169
H  -0.511  1.784  -0.140  0.092
H  -0.012  0.628  -1.273  0.081
H  -1.740  -0.008  2.055  0.086
H  -0.291  -0.410  2.933  0.081
H  -0.462  1.164  2.179  0.089
H  -3.044  0.207  -1.348  0.049
H  -1.709  -0.478  -1.162  -0.025
O  -2.432  -0.393  -1.798  -0.053
H  1.424  1.030  -0.453  0.017
H  2.892  0.250  -0.261  -0.045
O  2.591  1.028  -0.721  -0.200

Cartesian forces, eV/Å:
0.400 0.883 1.644
-0.192 1.111 0.423
-1.268 -1.805 -0.836
-0.856 0.247 0.821
0.113 0.274 0.506
-0.365 -0.481 -1.505
-0.168 -0.334 -1.202
0.286 0.402 1.114
0.234 -0.343 -0.152
0.239 -0.016 -0.170
0.353 -0.294 -0.413
0.052 -0.204 -0.038
0.100 -0.141 -0.250
-0.133 0.197 -0.391
-0.236 0.040 0.365
2.951 0.399 -0.424
0.496 -0.306 0.253
-2.006 0.370 0.253

The HOMO energy comes out at -7.99 eV. The calculation puts the relative energy (zero: lowest compared OMol25 entry of this formula, charge and spin) at 618.89 kJ/mol. The total energy comes out at -309.8372 Ha.

***

Entry from the Open Molecules 2025 dataset: a 2-piece molecular cluster, C4H12O2 overall at a distorted geometry (ωB97M-V with the def2-TZVPD basis set).

Each line ends with the Löwdin charge.
Positions of all 18 atoms, in Å:
C  0.362  0.936  -1.496  -0.248
O  0.906  2.185  -0.974  -0.094
C  0.345  -0.014  -0.313  -0.223
C  0.005  -1.463  -0.601  -0.228
C  0.559  -2.551  0.460  -0.084
H  -0.614  1.190  -2.090  0.139
H  1.042  0.760  -2.433  0.136
H  0.656  2.921  -1.472  0.040
H  -0.215  0.457  0.431  0.055
H  1.347  0.115  0.185  0.138
H  0.271  -1.872  -1.580  0.101
H  -1.099  -1.486  -0.592  0.104
H  1.553  -2.866  0.092  0.069
H  -0.186  -3.356  0.401  0.062
H  0.612  -2.199  1.478  0.053
H  -1.582  1.209  3.153  -0.031
H  -1.229  0.625  1.838  0.017
O  -1.928  0.697  2.511  -0.006

Cartesian forces, eV/Å:
0.338 2.340 -3.217
0.254 -2.115 1.640
2.948 -0.172 -1.328
-0.843 -1.073 1.541
-0.757 0.945 -2.087
0.995 -0.818 1.745
-0.803 -0.940 1.953
-0.739 1.515 -1.361
-1.655 0.392 0.933
-0.377 -0.448 -0.869
0.309 0.645 -0.050
0.297 -0.344 0.036
-0.521 -0.068 0.482
0.624 -0.140 0.196
0.028 0.271 0.257
1.755 2.703 3.422
-0.533 0.023 0.459
-1.318 -2.716 -3.753

The HOMO energy comes out at -10.17 eV. As for the SMILES: CCCCO.O. The calculation puts the relative energy (zero: lowest compared OMol25 entry of this formula, charge and spin) at 126.68 kJ/mol. The total energy comes out at -310.0247 Ha.

***

Entry from the Open Molecules 2025 dataset: a 3-piece molecular cluster, C4H12O2 overall at a distorted geometry (ωB97M-V with the def2-TZVPD basis set).

Each line ends with the Löwdin charge.
Positions of all 18 atoms, in Å:
C  -1.917  0.000  -2.107  -0.028
C  -0.981  -0.623  -1.037  0.010
C  0.338  -0.994  -1.094  0.025
C  1.398  -1.087  -0.025  -0.018
H  -2.209  1.028  -1.749  0.116
H  -1.485  0.021  -3.195  0.136
H  -2.910  -0.470  -2.052  0.098
H  -1.654  -0.883  -0.176  0.163
H  0.699  -1.226  -2.106  0.153
H  0.999  -1.292  0.946  0.078
H  1.987  -1.984  -0.122  0.097
H  2.031  -0.147  -0.091  0.148
H  -0.420  1.708  0.314  -0.010
H  -0.710  2.076  1.768  0.090
O  0.001  2.082  1.072  -0.041
H  1.025  0.958  2.813  0.018
H  2.372  0.532  3.405  0.039
O  1.437  0.301  3.436  -0.076

Cartesian forces, eV/Å:
1.664 0.118 -0.639
-3.787 0.381 -0.253
2.001 -0.255 -0.314
-0.890 0.333 -0.481
0.662 -0.540 -0.404
-0.803 0.099 2.216
0.437 -0.401 -0.103
1.292 0.219 -0.178
-0.097 0.158 0.152
-0.600 1.001 0.875
0.724 -0.111 -1.051
-0.579 -1.061 0.242
-0.435 -0.163 -0.788
0.961 0.202 -0.950
-0.603 0.017 1.844
0.639 -0.884 0.870
0.051 -0.014 0.167
-0.638 0.899 -1.205

As for the total charge: +1. The HOMO energy (alpha / beta) comes out at -14.21 / -14.21 eV. The multiplicity is 2. The calculation puts the relative energy (zero: lowest compared OMol25 entry of this formula, charge and spin) at 89.12 kJ/mol. The total energy comes out at -309.6953 Ha.